This record from the Open Molecules 2025 dataset describes one molecule with the formula C23H34N2O4. The level of theory is ωB97M-V/def2-TZVPD.

```
63
Properties=species:S:1:pos:R:3:forces:R:3
C 0.697465 0.596000 -2.167664 -0.310 0.109 0.104
H 0.994193 0.092200 -1.251937 0.091 -0.029 0.027
H 0.414890 -0.157553 -2.898837 0.002 -0.078 -0.098
H 1.547329 1.161635 -2.541711 0.097 0.030 -0.044
C -0.471142 1.541727 -1.913945 0.359 0.068 -0.100
H -0.225456 2.239252 -1.100247 -0.049 0.008 -0.073
H -0.685566 2.116181 -2.819698 0.077 0.033 0.141
O -1.692283 0.881957 -1.619590 -0.201 -0.291 0.134
C -1.884417 0.495998 -0.293411 -0.472 0.717 0.165
C -3.338799 0.020832 -0.139964 0.244 -0.239 0.127
C -3.699329 -0.203005 1.334442 0.160 0.243 -0.022
C -3.589745 1.016091 2.255524 -0.239 0.037 -0.206
H -2.552222 1.339928 2.349436 0.026 0.061 0.106
C -4.435828 2.222219 1.822910 -0.025 -0.330 0.436
O -3.766329 3.113421 0.962755 0.314 0.231 -0.445
H -3.579581 2.676535 0.124794 -0.055 0.055 0.033
H -5.375992 1.875802 1.370911 0.002 0.026 0.079
H -4.682251 2.825807 2.699968 -0.070 -0.099 -0.077
H -3.922528 0.704533 3.247545 0.047 0.015 0.064
H -4.730466 -0.564079 1.372794 0.014 -0.080 -0.014
H -3.059861 -0.995611 1.731659 -0.058 -0.113 -0.019
C -3.551391 -1.276151 -0.946741 0.009 0.276 -0.144
C -2.328389 -2.136705 -0.896448 0.122 0.101 0.295
C -1.169164 -1.740794 -0.378536 -0.439 -0.004 -0.264
O -0.965167 -0.478715 0.139313 0.149 -0.308 0.013
C 0.043238 -2.619016 -0.437911 -0.077 -0.164 -0.113
O 0.213735 -3.344855 -1.404812 -0.087 -0.007 -0.154
N 0.916487 -2.588055 0.592546 0.202 -0.050 0.137
C 0.824968 -1.820167 1.808002 -0.094 0.464 0.292
H -0.184926 -1.445365 1.955602 0.086 -0.080 0.047
C 1.819103 -0.659105 1.756559 -0.226 -0.173 0.103
N 3.160416 -1.173684 1.547206 0.050 -0.047 0.080
C 3.237895 -1.970804 0.335100 -0.122 -0.265 0.049
C 2.245086 -3.131883 0.414929 0.328 -0.043 -0.395
H 2.257285 -3.715103 -0.506476 0.024 0.032 0.156
H 2.487832 -3.774823 1.265882 0.004 0.009 -0.044
H 4.253269 -2.364066 0.247359 0.020 0.014 -0.061
H 3.010306 -1.379017 -0.568481 0.037 -0.074 0.028
C 4.185425 -0.137184 1.621897 -0.035 -0.053 0.031
C 4.061675 0.925847 0.556866 0.044 -0.007 0.046
C 3.261695 2.044389 0.762509 0.068 -0.019 -0.001
C 3.074810 2.975251 -0.243923 -0.082 0.094 -0.007
C 3.688559 2.801963 -1.472678 0.013 0.061 -0.056
C 4.498644 1.699437 -1.684413 0.035 0.001 -0.120
C 4.681931 0.768494 -0.677066 0.000 0.042 0.059
H 5.320894 -0.086329 -0.848138 0.060 -0.102 -0.006
H 4.988426 1.562637 -2.637556 0.039 -0.004 -0.077
H 3.541664 3.527320 -2.259510 -0.003 0.061 -0.062
H 2.449691 3.838858 -0.068754 -0.046 0.080 0.018
H 2.788343 2.192450 1.723052 -0.053 -0.003 0.105
H 4.110660 0.316424 2.614495 0.080 0.006 -0.041
H 5.154769 -0.637038 1.543048 0.000 0.074 0.043
H 1.801991 -0.122515 2.708379 -0.022 0.057 0.002
H 1.503524 0.032471 0.958183 -0.007 -0.045 0.095
H 1.088870 -2.482081 2.641005 -0.054 0.066 -0.032
H -2.389806 -3.125356 -1.320727 0.137 -0.147 -0.067
C -3.933415 -0.996873 -2.404181 0.042 -0.101 0.125
H -3.158927 -0.406251 -2.883165 0.005 0.001 -0.085
H -4.873658 -0.451216 -2.451168 -0.117 0.057 -0.032
H -4.047555 -1.933886 -2.943620 -0.057 -0.083 -0.116
H -4.378152 -1.833576 -0.487444 0.071 0.069 0.020
H -3.984738 0.793253 -0.566448 -0.011 0.034 -0.007
H -1.667993 1.351926 0.370522 -0.050 -0.192 -0.178
```
Forces are in eV/Å.

Values from the calculation:
SMILES   CCO[C@@H]1OC(C(=O)N2CCN(Cc3ccccc3)CC2)=C[C@H](C)[C@H]1CCCO
Frontier orbital gap   9.3 eV
Spin multiplicity   1
DFT total energy   -1307.2760 Ha
ΔE to the lowest compared entry with this formula, charge and spin   49.0 kcal/mol

Atom charges from the Mulliken analysis, given in e for atoms 1 to 5: -0.715 -0.130 0.402 0.406 -0.434